{"formula": "C5H8BNO3S", "method": "the ωB97M-V functional and the def2-TZVPD basis", "largest_force_ha_per_bohr": 0.0735, "relative_energy_kcal_mol": 0.0, "lumo_energy_ev": 0.403, "gap_ev": 8.35, "species": ["H", "O", "C", "H", "S", "N", "B", "O", "H", "C", "O", "H", "H", "C", "H", "H", "C", "H", "C"], "coordinates": [[1.060270, -2.250633, 1.429142], [-2.515600, -0.169242, -1.719401], [-0.591060, 0.382736, -0.294244], [0.612684, -3.771427, 0.564104], [1.847370, -0.414393, 0.195043], [0.167010, 1.503802, -0.243637], [-2.104739, 0.398624, -0.568547], [-0.336366, -2.047402, 0.042087], [3.382761, 1.960290, 0.377794], [2.488478, 2.382652, -0.123957], [-2.920000, 0.917249, 0.370955], [-3.883085, 0.982245, 0.362385], [-3.450616, -0.180820, -2.072407], [0.150293, -0.809182, 0.000890], [2.236390, 3.387665, 0.277188], [2.680287, 2.607249, -1.356245], [0.237921, -2.857785, 1.017823], [-0.476293, -3.301242, 1.811258], [1.414302, 1.279609, -0.070237]], "forces_ev_per_angstrom": [[-0.310, -1.008, 0.653], [-1.538, -0.579, -1.939], [1.698, -3.146, 1.219], [0.396, 0.067, -0.341], [-0.638, 0.843, -0.298], [0.122, 0.469, -0.530], [-1.006, -0.152, -0.041], [-0.983, -0.028, -0.484], [-0.184, 0.655, -0.603], [0.266, -0.396, -2.903], [-0.486, 0.731, 1.200], [0.464, -0.242, -0.549], [1.646, 0.201, 1.168], [-1.043, 3.129, -0.965], [-0.254, -1.020, 0.041], [-0.126, -0.758, 3.479], [0.183, -1.419, 1.562], [0.703, 1.481, -1.045], [1.093, 1.173, 0.378]], "lowdin_charge": [0.04, 0.18, -0.15, 0.09, 1.09, 0.07, -0.68, -0.11, 0.05, -0.10, 0.20, 0.11, 0.14, -0.51, 0.07, 0.14, -0.11, 0.12, -0.64]}

{"formula": "C5H8BaO4", "method": "the ωB97M-V functional and the def2-TZVPD basis", "largest_force_ha_per_bohr": 0.0509, "relative_energy_kcal_mol": 0.0, "lumo_energy_ev": -0.848, "gap_ev": 6.62, "species": ["O", "O", "C", "H", "H", "H", "C", "C", "O", "C", "H", "C", "H", "Ba", "O", "H", "H", "H"], "coordinates": [[1.796816, 1.455402, 0.506295], [-2.668129, 1.230364, -0.285091], [2.620230, 0.459702, -1.037957], [-4.400201, -1.618108, -0.573820], [-4.383134, 0.514247, 0.550657], [0.559666, -1.456924, 0.709109], [1.442076, -0.839214, 0.511597], [1.701213, 0.377903, 1.429266], [3.685192, -0.139509, -1.025347], [-3.573025, -0.930457, -0.752496], [0.941214, 0.490182, 2.216111], [-3.565773, 0.274490, -0.149402], [2.653886, 0.240319, 1.962112], [-0.273663, 1.687024, -0.684510], [1.384886, -0.307610, -0.836428], [2.544826, 1.305506, -1.755536], [-2.769823, -1.242065, -1.426501], [2.303741, -1.501253, 0.641933]], "forces_ev_per_angstrom": [[0.670, 0.530, 1.779], [0.948, -0.029, -0.133], [0.907, -2.059, -1.338], [0.320, 0.167, -0.034], [0.075, -0.097, -0.230], [-0.120, 0.484, -0.231], [0.566, -0.761, 0.133], [0.437, 0.562, -0.635], [-1.598, 1.274, 1.106], [-0.049, 0.032, 0.102], [-0.180, 0.240, -0.294], [-0.117, -0.061, 0.110], [-0.180, 0.052, -0.129], [-1.380, 0.261, -0.164], [0.846, -0.574, -0.159], [-0.727, -0.075, 0.565], [-0.265, 0.116, 0.111], [-0.155, -0.064, -0.560]], "lowdin_charge": [-0.57, -0.57, -0.40, 0.03, 0.09, 0.13, -0.19, -0.30, 0.06, -0.06, 0.11, -0.48, 0.12, 2.09, -0.33, 0.13, 0.03, 0.12]}

{"formula": "C5H8BeLiO4", "method": "the ωB97M-V functional and the def2-TZVPD basis", "largest_force_ha_per_bohr": 0.0817, "relative_energy_kcal_mol": 19.9, "total_charge": 1, "lumo_energy_ev": -5.576, "gap_ev": 6.39, "species": ["C", "C", "H", "C", "H", "H", "H", "Li", "H", "O", "H", "H", "Be", "O", "O", "O", "C", "C", "H"], "coordinates": [[1.885170, 0.143815, 2.049440], [0.975647, -1.493197, -0.514060], [1.358088, -2.444399, -0.929943], [-2.032620, 2.004262, -0.620313], [0.169873, -0.793017, -1.342076], [3.006269, -1.010248, -0.844313], [-2.697229, 0.109998, -1.438730], [-1.691670, -2.240192, 0.547777], [-2.868977, 2.369886, -1.235870], [-1.888259, -0.154713, 0.409031], [-2.225982, 2.332896, 0.413654], [1.929229, 0.376022, -0.718729], [-0.279911, -0.199739, 1.598670], [2.488178, 0.711303, 2.943921], [0.103370, -1.714225, 0.513816], [2.691524, -0.357303, 1.043643], [-2.016744, 0.521245, -0.672918], [2.172303, -0.596847, -0.256278], [-1.078267, 2.434458, -0.946730]], "forces_ev_per_angstrom": [[0.590, 1.862, 1.024], [-2.230, 1.350, -1.595], [-0.820, 0.388, -0.223], [0.608, 0.315, 0.147], [2.516, -1.962, 1.040], [-0.165, 0.250, 0.377], [1.107, -0.630, -0.254], [0.565, -0.023, -0.337], [0.535, -0.143, -0.107], [1.119, 0.502, -1.513], [0.309, -0.232, -0.280], [0.324, -0.132, 0.284], [3.122, -1.686, -2.251], [-2.298, -1.525, -1.570], [-1.585, 0.921, 3.009], [-1.141, -0.791, 0.166], [-2.777, -0.049, 3.117], [0.440, 1.419, -0.889], [-0.218, 0.167, -0.145]], "lowdin_charge": [-0.34, -0.31, 0.12, -0.01, 0.16, 0.14, 0.15, 0.81, 0.11, -0.14, 0.11, 0.12, 0.73, 0.04, -0.41, -0.05, -0.16, -0.20, 0.11]}

{"formula": "C5H8BrN3O4", "method": "the ωB97M-V functional and the def2-TZVPD basis", "largest_force_ha_per_bohr": 0.0827, "relative_energy_kcal_mol": 0.0, "lumo_energy_ev": 0.051, "gap_ev": 8.82, "species": ["C", "N", "H", "Br", "H", "O", "O", "C", "H", "H", "C", "O", "H", "H", "H", "N", "C", "O", "H", "C", "N"], "coordinates": [[1.465448, -0.195859, -0.665414], [0.542616, -2.340739, 0.090392], [-1.447897, -2.610656, 0.429090], [3.022747, -0.125722, 0.396662], [-1.286892, 4.187492, 0.897964], [2.215216, 1.838778, -1.418269], [-0.393031, -1.227482, -1.589312], [0.540762, -1.221994, -0.706652], [-0.237494, 2.902821, 0.103643], [-0.394951, -0.413309, -2.078789], [-0.660092, -3.113496, 0.015883], [0.228015, 1.238938, -2.001877], [0.158913, 3.808391, 1.691827], [1.233418, -2.506808, 0.824312], [-0.602609, -4.119847, 0.526687], [1.314795, 1.036663, -1.420646], [-0.671123, 3.344961, 1.090756], [-1.673973, -0.197445, 1.646354], [-0.813544, -3.365746, -0.999924], [-1.327995, 0.947334, 1.575212], [-1.212319, 2.133723, 1.592091]], "forces_ev_per_angstrom": [[0.847, 1.545, -0.026], [0.854, 1.270, -0.430], [-2.226, 1.363, 0.876], [-0.430, -0.687, 0.132], [-1.476, 0.047, -0.163], [0.004, 0.308, -0.123], [-1.584, -1.364, -0.260], [1.737, -0.796, 1.655], [-0.306, 1.975, 1.239], [0.050, 1.639, -0.637], [1.533, -3.314, 0.381], [-0.027, -0.254, -0.243], [-0.596, -1.082, -0.244], [-0.440, 0.594, -0.600], [0.473, 1.240, -0.230], [-0.275, -1.324, 0.609], [3.372, -1.442, -2.152], [1.082, 1.341, -0.199], [-0.599, -0.158, -0.986], [-1.366, -0.132, 0.193], [-0.630, -0.770, 1.209]], "lowdin_charge": [-0.56, 0.04, 0.05, 0.80, 0.06, 0.00, 0.15, -0.42, 0.11, 0.09, -0.07, 0.00, 0.10, 0.14, 0.12, -0.44, -0.09, 0.09, 0.08, -0.31, 0.07]}

{"formula": "C5H8Cl2", "method": "the ωB97M-V functional and the def2-TZVPD basis", "largest_force_ha_per_bohr": 0.0800, "relative_energy_kcal_mol": 112.2, "lumo_energy_ev": [0.126, -0.184], "gap_ev": [8.50, 7.73], "species": ["H", "H", "H", "H", "Cl", "H", "H", "Cl", "C", "C", "C", "C", "H", "C", "H"], "coordinates": [[-1.278772, -0.431223, -1.774698], [2.761062, -1.453122, 0.490243], [-0.550217, 1.093297, -1.207250], [-0.774914, -0.624249, 2.152254], [4.652076, -0.002998, -0.108085], [0.347318, -0.204146, -2.064003], [-2.022615, -0.245058, 1.166421], [0.289511, -2.292473, 0.050345], [-0.440657, 0.055398, -1.280375], [-0.263331, -0.660709, 0.002244], [-0.953784, -0.186000, 1.240887], [2.935906, -0.440381, 0.142302], [-0.725710, 0.859760, 1.641991], [1.995052, 0.384578, 0.006904], [1.720936, 1.326876, -0.196656]], "forces_ev_per_angstrom": [[-0.904, 0.454, -0.143], [0.368, -0.149, -0.190], [-0.291, 1.403, 0.321], [1.012, -2.284, 1.664], [-0.303, -0.279, 0.069], [-0.499, 0.520, 1.379], [-0.851, 0.082, -0.482], [-0.531, -0.088, -0.400], [0.608, -3.270, -2.145], [3.386, 1.819, 1.460], [-0.199, 2.651, -0.334], [1.843, -1.046, 0.403], [-0.173, -0.730, -1.634], [-3.033, -2.217, 0.829], [-0.434, 3.135, -0.797]], "lowdin_charge": [0.08, 0.03, 0.06, 0.03, 0.52, 0.11, 0.07, 0.69, -0.16, -0.74, -0.14, -0.65, 0.11, -0.03, 0.02]}

{"formula": "C5H8Cl2N3", "method": "the ωB97M-V functional and the def2-TZVPD basis", "largest_force_ha_per_bohr": 0.0662, "relative_energy_kcal_mol": 37.8, "total_charge": 1, "lumo_energy_ev": -4.675, "gap_ev": 9.75, "species": ["N", "C", "Cl", "H", "H", "H", "C", "H", "N", "C", "H", "C", "H", "H", "N", "C", "Cl", "H"], "coordinates": [[-0.235012, 1.002964, -0.188404], [1.413224, -0.492669, 2.884282], [-1.260030, 0.445003, -2.457226], [0.606261, -1.908396, 0.582740], [-2.108692, -1.610506, -0.784524], [1.890748, -0.652291, 3.786275], [0.094027, -2.045172, -0.451932], [-1.477672, -1.149353, 0.647898], [0.721228, -0.126939, 2.050522], [-0.826521, 0.129535, -0.912732], [-0.099244, 0.592893, 0.771261], [0.228966, 2.233353, -0.668921], [0.351906, 3.703967, -1.928978], [0.825847, -1.516989, -1.144541], [-0.027411, 2.766512, -1.771806], [-1.218472, -1.202885, -0.327957], [1.297287, 2.943109, 0.594929], [-0.176440, -3.112137, -0.680886]], "forces_ev_per_angstrom": [[-0.269, -0.611, -0.010], [-1.473, 1.007, -1.073], [-0.356, -0.506, -1.339], [-0.823, -0.875, -1.903], [0.156, -0.075, -0.798], [1.100, -0.598, 1.233], [0.825, 0.411, 1.301], [-0.580, 0.657, 3.288], [0.468, -0.493, 0.497], [-2.159, -1.213, 0.023], [0.865, 1.194, -0.046], [1.479, 2.373, 0.582], [0.148, -0.415, 0.263], [-0.946, -1.338, 0.334], [-0.099, -0.481, 1.072], [1.477, 0.123, -2.815], [-0.641, -0.325, -0.685], [0.828, 1.165, 0.076]], "lowdin_charge": [0.04, 0.09, 0.99, 0.07, 0.12, 0.07, -0.06, 0.07, 0.11, -0.69, 0.07, -0.75, 0.10, 0.10, 0.11, -0.20, 0.66, 0.10]}

{"formula": "C5H8Cl3N5", "method": "the ωB97M-V functional and the def2-TZVPD basis", "largest_force_ha_per_bohr": 0.1143, "relative_energy_kcal_mol": 39.7, "total_charge": 2, "lumo_energy_ev": -8.359, "gap_ev": 8.65, "species": ["N", "C", "C", "H", "C", "N", "Cl", "C", "H", "N", "N", "N", "H", "H", "C", "H", "H", "H", "Cl", "H", "Cl"], "coordinates": [[-0.588099, -0.496346, 1.049636], [0.711869, -1.113189, 1.226657], [1.852382, -0.156021, -0.366829], [-1.280437, 2.366918, -1.740553], [1.294853, 0.893973, -0.874836], [3.573400, -1.949844, -0.606511], [2.110337, 1.914816, -2.042652], [-0.913899, 0.281418, -0.096497], [0.355794, 3.065599, -1.454239], [-0.498634, 2.505705, -1.058637], [0.035914, 1.254153, -0.492662], [-1.668707, -1.474379, 1.303441], [-1.790921, 0.768700, 0.334268], [-0.908899, 2.996454, -0.314251], [2.853670, -1.031962, -0.580699], [-2.119194, -1.644043, 0.384041], [1.160885, -0.851205, 2.220348], [-1.175548, -2.232405, 1.542563], [0.760774, -2.844188, 1.030384], [-2.402117, -1.239515, 2.038961], [-1.363420, -1.014639, -1.501931]], "forces_ev_per_angstrom": [[0.093, -0.808, 1.054], [1.889, 1.399, -1.351], [-2.574, -1.878, 3.482], [0.964, -0.158, -0.159], [1.888, 0.804, -1.468], [-0.849, 1.291, -0.122], [-0.368, -0.467, 0.359], [-0.971, -0.733, -0.140], [-1.436, -1.058, 0.316], [1.192, -1.452, -0.889], [-2.267, 1.400, 0.073], [-2.799, 5.108, -0.796], [-0.579, 0.337, -1.423], [-0.540, 1.337, 1.647], [2.600, -2.393, -0.285], [-0.124, -0.330, 0.049], [-0.153, 0.024, -1.256], [2.001, -4.558, 1.459], [0.497, 0.406, -0.281], [1.247, 0.156, -0.814], [0.290, 1.572, 0.544]], "lowdin_charge": [-0.17, -0.45, -0.07, 0.21, -0.64, 0.26, 0.87, -0.49, 0.16, 0.27, -0.11, 0.21, 0.15, 0.16, -0.23, 0.08, 0.13, 0.00, 0.80, 0.24, 0.63]}